6 unconnected molecules or ions with the total composition C36H81IN5O11 at a distorted geometry. Source: the OMol25 dataset; level of theory: ωB97M-V with the def2-TZVPD basis set.

Output
Orbital gap   5.26 eV
Total energy   -76702.35085 eV
F_max   2.784 eV/Å
Total charge   +1

Each line ends with the Löwdin charge.
Atoms and positions in Å:
C (10.340, -3.483, -3.015)  0.106
C (9.014, -3.623, -2.574)  -0.155
N (8.202, -2.486, -2.237)  0.035
C (7.280, -1.966, -3.069)  -0.317
N (6.972, -2.435, -4.269)  0.091
C (5.926, -1.869, -5.132)  -0.150
C (4.684, -2.810, -5.143)  -0.169
C (4.129, -3.224, -3.750)  -0.190
C (2.997, -2.302, -3.191)  -0.151
C (3.473, -1.231, -2.199)  -0.246
O (2.428, -0.835, -1.310)  -0.148
C (2.781, 0.326, -0.580)  -0.272
C (2.983, 0.096, 0.948)  -0.067
N (6.664, -0.881, -2.542)  0.234
C (7.227, -0.768, -1.313)  -0.361
N (6.791, 0.233, -0.461)  0.081
C (7.839, 1.300, -0.279)  -0.197
C (8.517, 1.701, -1.617)  -0.080
N (8.133, -1.697, -1.114)  0.022
C (8.930, -1.913, 0.099)  -0.128
C (8.035, -2.774, 1.075)  -0.747
C (8.181, -2.364, 2.556)  -0.145
I (8.267, -4.896, 0.725)  0.885
H (11.185, -3.325, -2.326)  0.079
H (10.509, -3.539, -4.101)  0.083
H (8.561, -4.622, -2.494)  0.097
H (7.447, -3.265, -4.600)  0.149
H (6.350, -1.881, -6.154)  0.123
H (5.697, -0.820, -4.911)  0.119
H (3.869, -2.439, -5.789)  0.118
H (5.024, -3.748, -5.630)  0.109
H (3.665, -4.218, -3.891)  0.110
H (4.917, -3.382, -2.990)  0.098
H (2.451, -1.831, -4.024)  0.117
H (2.300, -2.963, -2.642)  0.120
H (3.818, -0.346, -2.776)  0.118
H (4.302, -1.592, -1.556)  0.110
H (3.729, 0.773, -0.951)  0.091
H (2.025, 1.127, -0.684)  0.115
H (2.935, 1.089, 1.435)  0.081
H (2.214, -0.520, 1.434)  0.067
H (3.996, -0.287, 1.175)  0.058
H (6.018, 0.678, -0.957)  0.114
H (7.316, 2.182, 0.115)  0.122
H (8.579, 0.897, 0.429)  0.093
H (9.398, 1.081, -1.857)  0.076
H (7.798, 1.674, -2.452)  0.078
H (8.880, 2.741, -1.555)  0.083
H (9.169, -0.972, 0.606)  0.111
H (9.814, -2.513, -0.160)  0.106
H (6.993, -2.548, 0.789)  0.071
H (8.125, -1.263, 2.649)  0.085
H (7.379, -2.797, 3.174)  0.079
H (9.157, -2.720, 2.924)  0.079
C (-3.995, 2.226, 0.422)  -0.099
O (-3.835, 1.418, -0.735)  -0.197
C (-2.782, 1.878, -1.575)  -0.202
C (-1.536, 1.033, -1.408)  -0.200
O (-0.965, 1.197, -0.115)  -0.201
C (-1.263, 0.110, 0.747)  -0.106
H (-4.672, 1.712, 1.104)  0.078
H (-3.045, 2.391, 0.935)  0.086
H (-4.440, 3.188, 0.145)  0.086
H (-2.565, 2.935, -1.386)  0.126
H (-3.134, 1.788, -2.608)  0.125
H (-0.785, 1.364, -2.134)  0.124
H (-1.753, -0.021, -1.607)  0.128
H (-0.681, -0.769, 0.447)  0.087
H (-2.328, -0.130, 0.743)  0.085
H (-0.974, 0.392, 1.759)  0.084
C (-8.284, 3.193, 1.592)  -0.097
O (-8.665, 1.920, 2.085)  -0.224
C (-9.892, 1.463, 1.525)  -0.187
C (-9.654, 0.428, 0.444)  -0.194
O (-9.011, 1.000, -0.686)  -0.184
C (-7.627, 0.694, -0.722)  -0.093
H (-7.257, 3.383, 1.908)  0.084
H (-8.325, 3.234, 0.500)  0.084
H (-8.929, 3.970, 2.015)  0.092
H (-10.479, 2.302, 1.141)  0.127
H (-10.463, 0.998, 2.336)  0.128
H (-10.622, 0.044, 0.105)  0.128
H (-9.075, -0.415, 0.835)  0.112
H (-7.485, -0.356, -0.997)  0.094
H (-7.141, 0.894, 0.237)  0.077
H (-7.160, 1.319, -1.482)  0.065
C (-4.698, 5.058, -4.125)  -0.110
O (-5.284, 3.785, -4.339)  -0.193
C (-6.194, 3.420, -3.307)  -0.210
C (-7.633, 3.610, -3.745)  -0.196
O (-7.943, 4.987, -3.923)  -0.188
C (-7.960, 5.372, -5.287)  -0.110
H (-4.177, 5.346, -5.037)  0.089
H (-5.450, 5.818, -3.899)  0.086
H (-3.970, 5.005, -3.307)  0.081
H (-5.987, 3.979, -2.388)  0.126
H (-6.028, 2.359, -3.098)  0.110
H (-8.293, 3.233, -2.957)  0.122
H (-7.838, 3.042, -4.657)  0.130
H (-8.850, 4.968, -5.781)  0.089
H (-7.064, 5.038, -5.815)  0.083
H (-8.002, 6.460, -5.329)  0.089
C (-6.806, 0.342, 3.690)  -0.104
O (-5.599, -0.360, 3.961)  -0.192
C (-5.801, -1.497, 4.787)  -0.206
C (-5.789, -2.779, 3.977)  -0.204
O (-6.912, -2.854, 3.107)  -0.186
C (-6.585, -2.541, 1.764)  -0.111
H (-6.605, 1.067, 2.906)  0.062
H (-7.597, -0.328, 3.346)  0.085
H (-7.137, 0.877, 4.585)  0.097
H (-6.731, -1.406, 5.356)  0.127
H (-4.971, -1.526, 5.502)  0.123
H (-5.858, -3.630, 4.662)  0.125
H (-4.855, -2.873, 3.415)  0.123
H (-6.012, -3.360, 1.315)  0.089
H (-6.016, -1.611, 1.691)  0.081
H (-7.516, -2.424, 1.210)  0.079
C (3.294, -2.316, 4.596)  -0.109
O (2.651, -1.088, 4.304)  -0.206
C (1.411, -0.946, 4.990)  -0.196
C (1.539, -0.031, 6.191)  -0.200
O (2.357, -0.610, 7.200)  -0.188
C (3.665, -0.066, 7.225)  -0.113
H (4.309, -2.266, 4.198)  0.077
H (3.350, -2.500, 5.671)  0.086
H (2.767, -3.142, 4.107)  0.090
H (1.017, -1.923, 5.286)  0.128
H (0.705, -0.500, 4.283)  0.119
H (0.547, 0.116, 6.629)  0.128
H (1.924, 0.949, 5.893)  0.126
H (3.643, 0.948, 7.636)  0.090
H (4.116, -0.050, 6.229)  0.080
H (4.277, -0.692, 7.874)  0.089

***

A molecular structure, C36H82BBrCsN3O4P2Si at a distorted geometry. Source: the OMol25 dataset; level of theory: ωB97M-V with the def2-TZVPD basis set.

Output
Energy above the lowest of the compared OMol25 structures with the same formula, charge and spin   2.30 kcal/mol
Orbital gap   5.00 eV
Total energy   -149048.52422 eV
F_max   1.829 eV/Å
Total charge   0

Each line ends with the Löwdin charge.
Atoms and positions in Å:
Cs (0.935, -1.137, -0.643)  0.834
C (0.087, 2.571, -3.036)  -0.102
C (-0.704, 1.435, -3.694)  -0.693
C (-1.199, 1.905, -5.060)  -0.089
C (-1.907, 1.106, -2.802)  -0.116
P (0.397, -0.131, -3.678)  1.029
C (1.969, 0.550, -4.404)  -0.331
N (2.923, 0.867, -3.382)  -0.068
B (2.917, 0.525, -1.959)  -0.582
N (4.250, 0.960, -1.552)  -0.080
C (4.861, 0.838, -0.264)  -0.329
P (3.893, -0.344, 0.806)  1.067
C (4.645, 0.223, 2.522)  -0.677
C (3.944, 1.574, 2.750)  -0.128
C (6.148, 0.453, 2.696)  -0.091
C (4.150, -0.758, 3.587)  -0.107
C (4.734, -2.005, 0.364)  -0.694
C (6.129, -2.228, 0.942)  -0.091
C (3.812, -3.108, 0.892)  -0.113
C (4.836, -2.115, -1.160)  -0.096
C (4.944, 1.488, -2.605)  -0.196
C (6.225, 2.005, -2.689)  -0.028
C (6.673, 2.464, -3.923)  -0.123
C (5.864, 2.407, -5.045)  -0.123
C (4.577, 1.885, -4.975)  -0.028
C (4.117, 1.428, -3.752)  -0.192
C (-0.108, -1.269, -5.148)  -0.690
C (-1.527, -1.779, -4.895)  -0.103
C (0.847, -2.460, -4.988)  -0.116
C (0.010, -0.755, -6.583)  -0.087
H (-0.584, 3.400, -2.802)  0.084
H (0.859, 2.955, -3.697)  0.080
H (0.565, 2.222, -2.121)  0.049
H (-1.676, 2.881, -4.962)  0.085
H (-1.935, 1.219, -5.468)  0.065
H (-0.379, 2.009, -5.767)  0.073
H (-2.617, 1.933, -2.798)  0.085
H (-1.580, 0.921, -1.779)  0.057
H (-2.420, 0.219, -3.162)  0.056
H (1.735, 1.432, -5.020)  0.087
H (2.399, -0.207, -5.080)  0.089
H (4.883, 1.810, 0.256)  0.091
H (5.900, 0.482, -0.350)  0.086
H (4.488, 2.381, 2.262)  0.073
H (3.887, 1.809, 3.812)  0.084
H (2.932, 1.559, 2.343)  0.042
H (6.586, 0.941, 1.829)  0.070
H (6.686, -0.470, 2.883)  0.062
H (6.309, 1.106, 3.556)  0.084
H (3.081, -0.939, 3.473)  0.070
H (4.328, -0.362, 4.588)  0.084
H (4.667, -1.711, 3.516)  0.060
H (6.092, -2.376, 2.018)  0.063
H (6.795, -1.401, 0.717)  0.072
H (6.558, -3.129, 0.503)  0.086
H (3.671, -3.012, 1.966)  0.066
H (4.249, -4.089, 0.699)  0.087
H (2.835, -3.057, 0.417)  0.017
H (5.611, -1.455, -1.541)  0.084
H (3.896, -1.848, -1.645)  0.042
H (5.108, -3.135, -1.435)  0.086
H (6.870, 2.046, -1.822)  0.098
H (7.671, 2.871, -4.008)  0.091
H (6.236, 2.768, -5.994)  0.091
H (3.964, 1.842, -5.868)  0.099
H (-1.626, -2.148, -3.874)  0.061
H (-1.767, -2.598, -5.575)  0.086
H (-2.264, -0.996, -5.057)  0.063
H (0.881, -2.788, -3.951)  0.047
H (1.857, -2.201, -5.295)  0.074
H (0.517, -3.294, -5.608)  0.086
H (-0.807, -0.093, -6.848)  0.061
H (-0.017, -1.603, -7.269)  0.084
H (0.948, -0.233, -6.747)  0.070
O (-2.653, -2.636, -1.460)  -0.073
H (-2.977, -1.738, -1.363)  -0.001
H (-2.607, -2.992, -0.569)  0.016
O (1.380, -4.286, -1.889)  -0.086
H (0.781, -4.803, -2.433)  0.041
H (2.193, -4.789, -1.809)  0.040
O (0.247, 0.697, 2.716)  -0.114
H (1.148, 0.796, 3.033)  0.026
H (0.058, 1.492, 2.180)  -0.007
O (0.087, -2.060, 2.003)  -0.245
H (-0.812, -2.381, 2.115)  -0.015
H (0.072, -1.162, 2.376)  -0.036
N (-0.159, 3.106, 1.222)  0.051
H (-0.286, 3.931, 1.798)  0.041
H (-0.912, 3.092, 0.544)  0.030
H (0.702, 3.228, 0.700)  0.039
C (-3.175, -1.001, 5.261)  -0.099
C (-3.613, 0.341, 4.670)  -0.624
C (-2.342, 1.184, 4.538)  -0.109
C (-4.545, 1.029, 5.673)  -0.089
Si (-4.524, 0.089, 2.968)  0.555
Br (-2.872, -0.501, 1.495)  0.577
C (-5.227, 1.710, 2.143)  -0.631
C (-4.361, 2.931, 2.468)  -0.102
C (-5.276, 1.620, 0.614)  -0.126
C (-6.641, 1.979, 2.665)  -0.093
C (-5.683, -1.481, 2.848)  -0.633
C (-6.742, -1.437, 3.952)  -0.091
C (-4.912, -2.801, 2.977)  -0.116
C (-6.390, -1.533, 1.490)  -0.106
H (-2.572, -0.831, 6.153)  0.090
H (-2.562, -1.559, 4.557)  0.073
H (-4.028, -1.608, 5.555)  0.066
H (-1.864, 1.269, 5.515)  0.092
H (-2.547, 2.190, 4.190)  0.060
H (-1.624, 0.723, 3.867)  0.028
H (-4.051, 1.108, 6.642)  0.089
H (-5.469, 0.472, 5.815)  0.068
H (-4.801, 2.037, 5.353)  0.065
H (-3.330, 2.778, 2.155)  0.066
H (-4.381, 3.164, 3.529)  0.066
H (-4.744, 3.801, 1.934)  0.089
H (-4.275, 1.581, 0.191)  0.039
H (-5.768, 2.506, 0.213)  0.088
H (-5.827, 0.752, 0.267)  0.058
H (-6.662, 2.019, 3.753)  0.073
H (-7.337, 1.210, 2.338)  0.065
H (-7.005, 2.934, 2.287)  0.088
H (-6.285, -1.483, 4.938)  0.066
H (-7.413, -2.291, 3.861)  0.088
H (-7.343, -0.533, 3.896)  0.069
H (-4.427, -2.899, 3.942)  0.058
H (-4.159, -2.899, 2.199)  0.039
H (-5.603, -3.637, 2.869)  0.088
H (-7.062, -0.691, 1.351)  0.063
H (-6.986, -2.443, 1.416)  0.089
H (-5.669, -1.550, 0.674)  0.065

***

7 unconnected molecules or ions with the total composition C36H83BrClNO14P at a distorted geometry. Source: the OMol25 dataset; level of theory: ωB97M-V with the def2-TZVPD basis set.

Output
Energy above the lowest of the compared OMol25 structures with the same formula, charge and spin   0.00 kcal/mol
Orbital gap (spin up / spin down)   8.81 / 9.25 eV
Total energy   -160679.12087 eV
Multiplicity   2
F_max   1.385 eV/Å
Total charge   0

Each line ends with the Löwdin charge.
Atoms and positions in Å:
C (0.604, 5.136, -3.168)  -0.007
C (-0.195, 3.977, -2.550)  -0.456
C (-0.651, 4.479, -1.176)  -0.035
C (0.702, 2.757, -2.266)  -0.120
C (1.070, 1.946, -3.521)  -0.537
C (2.232, 2.581, -4.294)  -0.254
C (3.048, 1.650, -5.194)  -0.316
C (3.827, 2.444, -6.248)  -0.587
Br (4.772, 3.999, -5.554)  0.639
P (1.693, 0.308, -2.852)  0.700
O (0.502, -0.015, -1.778)  -0.354
Cl (1.207, -1.095, -4.351)  0.277
C (-0.193, 1.673, -4.382)  -0.144
C (-1.170, 2.835, -4.577)  -0.458
C (-2.520, 2.203, -4.974)  -0.036
C (-0.786, 3.728, -5.764)  -0.023
N (-1.401, 3.618, -3.332)  -0.093
O (-2.346, 3.142, -2.600)  -0.004
H (0.688, 5.104, -4.245)  0.056
H (1.612, 5.135, -2.771)  0.089
H (0.157, 6.070, -2.849)  0.087
H (0.233, 4.926, -0.725)  0.089
H (-1.425, 5.231, -1.257)  0.095
H (-0.939, 3.658, -0.537)  0.064
H (1.626, 3.164, -1.872)  0.121
H (0.251, 2.154, -1.486)  0.089
H (2.918, 2.981, -3.555)  0.091
H (1.917, 3.425, -4.895)  0.077
H (2.395, 1.012, -5.779)  0.078
H (3.760, 1.063, -4.632)  0.093
H (4.572, 1.819, -6.721)  0.053
H (3.132, 2.774, -7.010)  0.061
H (0.491, -0.971, -1.571)  0.034
H (0.140, 1.354, -5.367)  0.106
H (-0.718, 0.823, -3.960)  0.083
H (-3.308, 2.942, -4.974)  0.090
H (-2.767, 1.353, -4.354)  0.076
H (-2.402, 1.838, -5.988)  0.083
H (0.265, 3.986, -5.788)  0.053
H (-1.006, 3.214, -6.690)  0.081
H (-1.416, 4.611, -5.741)  0.098
C (-0.572, 1.432, 1.832)  -0.093
O (-0.852, 2.660, 2.483)  -0.222
C (-2.241, 2.920, 2.635)  -0.198
C (-2.731, 2.561, 4.022)  -0.203
O (-2.634, 1.169, 4.270)  -0.186
C (-1.478, 0.797, 5.002)  -0.105
H (0.470, 1.183, 2.026)  0.094
H (-1.200, 0.618, 2.197)  0.087
H (-0.712, 1.537, 0.750)  0.073
H (-2.819, 2.388, 1.874)  0.130
H (-2.387, 3.994, 2.477)  0.122
H (-3.789, 2.831, 4.102)  0.127
H (-2.180, 3.128, 4.780)  0.118
H (-1.618, 1.009, 6.068)  0.090
H (-0.583, 1.311, 4.647)  0.085
H (-1.334, -0.274, 4.875)  0.081
C (1.563, -2.631, 4.892)  -0.102
O (0.983, -1.675, 5.765)  -0.204
C (0.530, -2.235, 6.987)  -0.205
C (1.520, -2.020, 8.112)  -0.204
O (2.745, -2.698, 7.882)  -0.190
C (3.763, -1.861, 7.360)  -0.109
H (2.139, -2.093, 4.141)  0.092
H (2.228, -3.317, 5.419)  0.074
H (0.779, -3.206, 4.387)  0.089
H (0.316, -3.301, 6.865)  0.128
H (-0.407, -1.731, 7.246)  0.122
H (1.094, -2.426, 9.035)  0.126
H (1.695, -0.950, 8.265)  0.127
H (4.205, -1.255, 8.158)  0.089
H (3.387, -1.205, 6.573)  0.084
H (4.536, -2.504, 6.941)  0.082
C (2.736, -6.792, 3.353)  -0.106
O (3.385, -5.569, 3.655)  -0.201
C (4.530, -5.731, 4.479)  -0.201
C (5.815, -5.712, 3.680)  -0.204
O (5.906, -6.812, 2.789)  -0.190
C (5.545, -6.491, 1.457)  -0.111
H (2.077, -6.615, 2.503)  0.086
H (3.448, -7.576, 3.089)  0.085
H (2.130, -7.123, 4.203)  0.090
H (4.455, -6.653, 5.063)  0.129
H (4.543, -4.889, 5.180)  0.116
H (6.658, -5.789, 4.374)  0.126
H (5.912, -4.768, 3.136)  0.127
H (6.366, -5.968, 0.954)  0.089
H (4.645, -5.875, 1.416)  0.082
H (5.354, -7.426, 0.932)  0.089
C (-0.240, -3.876, -0.001)  -0.098
O (-0.241, -3.208, -1.252)  -0.216
C (0.059, -4.062, -2.353)  -0.201
C (-1.184, -4.515, -3.084)  -0.199
O (-2.014, -5.334, -2.278)  -0.183
C (-3.103, -4.631, -1.697)  -0.097
H (-0.756, -3.239, 0.716)  0.090
H (-0.758, -4.835, -0.056)  0.086
H (0.787, -4.037, 0.346)  0.088
H (0.648, -4.922, -2.020)  0.130
H (0.670, -3.472, -3.034)  0.068
H (-0.881, -5.115, -3.948)  0.130
H (-1.743, -3.651, -3.455)  0.108
H (-3.896, -4.478, -2.435)  0.078
H (-2.792, -3.663, -1.295)  0.086
H (-3.490, -5.240, -0.881)  0.090
C (0.657, 6.384, 6.131)  -0.115
O (1.157, 5.508, 5.139)  -0.187
C (0.225, 5.240, 4.098)  -0.203
C (0.484, 6.086, 2.871)  -0.196
O (0.295, 7.473, 3.120)  -0.189
C (1.503, 8.170, 3.364)  -0.114
H (1.505, 6.757, 6.703)  0.088
H (0.126, 7.232, 5.695)  0.083
H (-0.015, 5.847, 6.811)  0.087
H (-0.800, 5.387, 4.455)  0.124
H (0.337, 4.191, 3.821)  0.111
H (-0.231, 5.798, 2.094)  0.118
H (1.492, 5.899, 2.487)  0.129
H (2.025, 8.372, 2.421)  0.087
H (2.166, 7.615, 4.031)  0.083
H (1.249, 9.120, 3.832)  0.088
C (-6.363, -3.383, -7.445)  -0.111
O (-6.690, -2.228, -6.692)  -0.190
C (-7.103, -2.518, -5.366)  -0.205
C (-5.984, -2.325, -4.365)  -0.200
O (-4.917, -3.236, -4.575)  -0.204
C (-3.831, -2.678, -5.294)  -0.110
H (-5.790, -3.060, -8.313)  0.089
H (-5.761, -4.088, -6.869)  0.083
H (-7.274, -3.883, -7.792)  0.088
H (-7.501, -3.536, -5.301)  0.126
H (-7.913, -1.824, -5.122)  0.126
H (-6.377, -2.513, -3.361)  0.126
H (-5.620, -1.293, -4.395)  0.127
H (-3.220, -2.055, -4.630)  0.083
H (-4.167, -2.079, -6.143)  0.085
H (-3.219, -3.499, -5.665)  0.090

***

> Which of these has the highest total charge?

C36H81IN5O11

***

> F_max of number 3 (C36H83BrClNO14P)?

1.385 eV/Å

***

> Which of these has the highest total energy?

C36H81IN5O11

***

> Among the records above, which one has the highest total energy?

C36H81IN5O11